one | # C5H10NO

An isolated molecule of C5H10NO (ωB97M-V/def2-TZVPD, the OMol25 dataset).

<S²>: 0.756
Orbital gap (spin up / spin down) (hartree): 0.3855 / 0.2809
2S+1: 2
Net charge: 0

Geometry as XYZ:
```
17
Properties=species:S:1:pos:R:3:mulliken_spin:R:1
C -0.65 -1.50 1.27 -0.025
O 0.22 -2.56 1.39 0.828
C 0.25 -0.07 1.21 0.057
C -0.41 0.88 0.16 0.004
C -0.20 0.68 -1.35 0.006
C -0.11 1.62 -2.34 0.002
N 1.61 -0.44 0.62 0.001
H -1.05 -1.45 0.10 0.120
H -1.57 -1.62 2.02 0.001
H 0.39 0.47 2.16 0.004
H -0.16 1.98 0.26 0.002
H -1.42 0.78 0.39 0.001
H -0.21 -0.43 -1.61 -0.004
H -0.41 2.65 -2.54 0.000
H 0.11 1.09 -3.26 0.000
H 2.18 -0.70 1.39 0.001
H 1.43 -1.36 0.13 0.002
```

two | # C5H10NO

An isolated molecule of C5H10NO (ωB97M-V/def2-TZVPD, the OMol25 dataset).

<S²>: 0.756
Orbital gap (spin up / spin down) (hartree): 0.3460 / 0.2490
2S+1: 2
Net charge: 0

Geometry as XYZ:
```
17
Properties=species:S:1:pos:R:3:mulliken_spin:R:1
C -0.07 0.15 -2.22 -0.015
O 0.04 -1.17 -2.25 0.799
C -0.49 1.15 -0.92 0.056
C -1.18 0.49 0.32 0.001
C -0.43 -0.01 1.58 0.001
C 0.72 -0.81 1.30 0.001
N 1.73 -1.48 2.20 0.000
H -1.00 0.42 -2.89 0.139
H 0.77 0.71 -2.57 0.007
H -1.17 1.90 -1.33 -0.004
H 0.49 1.70 -0.69 0.011
H -1.69 1.41 0.65 0.002
H -1.79 -0.28 -0.05 -0.001
H -0.50 0.56 2.58 0.000
H 0.97 -0.70 0.16 0.001
H 2.48 -1.77 1.63 0.000
H 1.12 -2.27 2.51 0.000
```

What is the stability order? It is one, two, from most stable to least stable.